Computed, not measured: the molecule C17H19N5O3, with ωB97M-V with the def2-TZVPD basis set.

Summary:
Relative energy (zero: lowest compared OMol25 entry of this formula, charge and spin)   2.138 eV
SMILES string   N[C@@H](Cc1c[nH]cn1)C(=O)N[C@@H](Cc1c[nH]c2ccccc12)C(=O)O
LUMO   0.02548 Eh
Spin multiplicity   1
HOMO level   -8.01 eV
Orbital gap   8.70 eV
Largest force on an atom   3.725 eV Å⁻¹

Each line ends with the natural charge from an NBO analysis.
Geometry (Å):
1 C 2.82402 1.72749 -0.55341  -0.156
2 C 1.71390 0.74437 -0.54467  0.689
3 C 3.75089 1.30235 0.56562  -0.423
4 C 4.64071 0.05334 0.31433  0.091
5 C 4.30251 -1.17992 0.64303  -0.104
6 C 6.19303 -1.23088 -0.46473  0.153
7 C -0.41938 0.01548 0.30006  -0.169
8 C 0.24444 -1.17155 0.86885  0.815
9 C -1.20663 -0.50321 -1.01575  -0.405
10 C -2.61692 -0.92560 -0.71677  -0.093
11 C -3.14778 -2.18887 -0.92480  -0.014
12 C -3.64540 -0.05827 -0.29298  -0.106
13 C -4.83930 -0.78507 -0.14562  0.139
14 C -3.62550 1.35480 0.01181  -0.203
15 C -6.00130 -0.23015 0.41437  -0.231
16 C -4.84545 1.93273 0.43532  -0.224
17 C -5.98472 1.12722 0.66746  -0.225
18 H 3.03854 3.82744 -0.09743  0.380
19 H 1.78725 3.36492 -1.12636  0.367
20 H 3.37462 1.61077 -1.49024  0.215
21 H 3.20960 1.02734 1.47001  0.224
22 H 4.50308 2.01450 0.81898  0.230
23 H 3.31424 -1.45236 1.10273  0.251
24 H 7.11195 -1.62136 -0.93588  0.201
25 H 5.39908 -2.94200 0.49218  0.414
26 H 0.70110 1.81337 0.93657  0.444
27 H -1.22844 0.34159 1.02902  0.262
28 H -1.15599 0.37457 -1.71766  0.220
29 H -0.80689 -1.31056 -1.50876  0.236
30 H -2.71586 -3.06014 -1.44234  0.225
31 H -5.04774 -2.90975 -0.44977  0.405
32 H -2.75698 1.95585 -0.24045  0.214
33 H -6.89238 -0.90363 0.59979  0.220
34 H -4.84270 2.99706 0.56515  0.212
35 H -6.82558 1.57270 1.19904  0.216
36 H 0.28045 -2.95354 0.98986  0.495
37 N 2.31978 3.07363 -0.30112  -0.853
38 N 5.91781 0.08145 -0.30576  -0.468
39 N 5.23438 -1.99397 0.11751  -0.528
40 N 0.55399 1.09400 0.10495  -0.637
41 N -4.52839 -2.07121 -0.55754  -0.533
42 O 1.88994 -0.38568 -1.04533  -0.627
43 O 1.18343 -1.14886 1.68083  -0.637
44 O -0.35543 -2.38035 0.54991  -0.681

---

Computed, not measured: the molecule C17H20BNO, with ωB97M-V with the def2-TZVPD basis set.

Summary:
Relative energy (zero: lowest compared OMol25 entry of this formula, charge and spin)   0.000 eV
LUMO   0.01188 Eh
Spin multiplicity   1
HOMO level   -8.50 eV
Orbital gap   8.82 eV
Largest force on an atom   3.977 eV Å⁻¹

Each line ends with the natural charge from an NBO analysis.
Geometry (Å):
1 O 0.08822 -1.83019 -0.39292  -0.702
2 C 1.12135 1.82058 -3.74499  -0.239
3 C -4.44024 0.18638 0.91712  -0.235
4 C 1.02813 2.55029 -2.53555  -0.211
5 C 0.89330 0.47261 -3.78849  -0.199
6 C -4.10042 -0.16639 -0.38446  -0.206
7 C -3.46598 0.32636 1.86295  -0.199
8 C 0.44948 1.93279 -1.42568  -0.216
9 C 0.49524 -0.17684 -2.58280  -0.206
10 C -2.76886 -0.23838 -0.73390  -0.197
11 C -2.10086 0.07127 1.49615  -0.257
12 C 0.19620 0.55824 -1.43864  -0.295
13 C -1.77189 -0.13103 0.21261  -0.200
14 B -0.21113 -0.33153 -0.18557  0.720
15 C 2.99540 -0.07347 1.81571  -0.419
16 C 0.49011 -2.37879 0.85182  -0.079
17 C 2.40591 -1.38695 2.18251  -0.429
18 C 2.03404 0.52459 0.73296  -0.207
19 C 0.91541 -1.31455 1.84426  -0.063
20 N 0.62561 0.03205 1.10176  -0.553
21 H 1.60703 2.35904 -4.51170  0.206
22 H -5.51484 0.24956 1.16234  0.207
23 H 1.45615 3.55935 -2.33490  0.209
24 H 1.18452 -0.17138 -4.63476  0.212
25 H -4.90363 -0.31030 -1.06468  0.207
26 H -3.76435 0.69763 2.82900  0.202
27 H 0.18696 2.49370 -0.59644  0.190
28 H 0.56075 -1.25513 -2.49799  0.233
29 H -2.44512 -0.30866 -1.77985  0.215
30 H -1.36114 0.32179 2.24002  0.158
31 H 2.92933 0.65639 2.66980  0.197
32 H 3.99204 -0.02165 1.37644  0.233
33 H -0.42925 -2.86136 1.16191  0.183
34 H 1.26805 -3.09681 0.63152  0.181
35 H 2.90995 -2.17225 1.49547  0.215
36 H 2.60601 -1.71512 3.20631  0.233
37 H 2.25549 0.16595 -0.26460  0.230
38 H 2.07348 1.57865 0.59930  0.222
39 H 0.25123 -1.37747 2.72574  0.228
40 H 0.25831 0.76100 1.78221  0.431

---

Question: Look up the orbital gap of the first one.
Answer: 8.70 eV

---

Question: What is the orbital gap in the first record?
Answer: 8.70 eV